A 8-piece molecular cluster, C32H73N16O14PS overall, computed with the ωB97M-V functional and the def2-TZVPD basis.

```
! RIJCOSX wB97M-V def2-TZVPD def2/J DEFGRID3
* xyz 0 1
C -0.5081 -4.2437 1.4646
C 0.8251 -4.5124 1.2525
C 1.9352 -3.5666 1.4936
C 2.1366 -2.5915 0.2752
C 3.1157 -1.5345 0.8241
C 3.9303 -0.7099 -0.1633
O 5.3577 -0.8373 0.1307
C 6.0825 -1.2201 -0.9267
O 7.0250 -0.6061 -1.3349
C 2.7335 -3.4457 -0.8790
C 1.7122 -4.0492 -1.8546
C 2.1391 -5.3952 -2.4805
C 1.8069 -6.6004 -1.6040
C 3.6212 -5.3996 -2.8568
O 0.8320 -2.0871 0.0378
C 0.7257 -0.9053 -0.7021
N 1.3015 -1.0064 -2.0187
C 1.7356 0.0630 -2.5624
C 2.5782 -0.1048 -3.8027
C 1.4477 1.4594 -2.1144
C -0.8060 -0.5502 -0.7289
O -1.4731 -1.3268 0.2630
C -2.4535 -0.6721 0.9931
C -3.4099 -1.7181 1.5269
C -4.6589 -1.8719 0.6693
C -5.7282 -2.7595 1.3490
C -6.0798 -3.9669 0.4785
C -4.9906 -5.0634 0.4937
C -4.2435 -5.2032 -0.8582
O -1.8066 0.0781 2.0735
C -1.2192 -0.6482 2.9680
N -0.9239 -1.2511 3.9037
P -1.6704 -0.9221 -2.3261
O -3.2300 -0.6284 -2.0113
O -1.2608 0.1981 -3.3931
S -1.5216 -2.7009 -3.0289
H -0.9049 -4.0833 2.4615
H -1.1660 -4.1568 0.6007
H 1.1089 -5.5088 0.9170
H 2.8650 -4.0951 1.7030
H 1.6953 -2.9109 2.3435
H 3.7867 -2.0171 1.5284
H 2.5139 -0.8430 1.4168
H 3.7268 0.3529 -0.0520
H 3.7654 -0.9681 -1.2029
H 5.8127 -2.1749 -1.4007
H 3.4841 -2.8963 -1.4422
H 3.2582 -4.2778 -0.4081
H 1.6468 -3.3669 -2.6975
H 0.7225 -4.1417 -1.4194
H 1.5364 -5.4873 -3.3863
H 0.8325 -6.4657 -1.1345
H 1.7590 -7.5268 -2.1736
H 2.5160 -6.7071 -0.7819
H 3.8722 -6.2134 -3.5351
H 3.8816 -4.4502 -3.3251
H 4.2240 -5.5363 -1.9602
H 1.1577 -0.0829 -0.1201
H 2.9415 0.8477 -4.1746
H 3.3935 -0.8058 -3.6396
H 1.9404 -0.5427 -4.5733
H 0.3922 1.7108 -2.1137
H 1.7810 1.5839 -1.0784
H 2.0141 2.1793 -2.7002
H -0.8817 0.5052 -0.4547
H -3.0012 0.0570 0.4040
H -3.7093 -1.5047 2.5551
H -2.8996 -2.6799 1.5495
H -5.1043 -0.9072 0.4261
H -4.4153 -2.3810 -0.2596
H -6.6347 -2.1841 1.5107
H -5.3314 -3.1541 2.2847
H -6.3298 -3.6839 -0.5439
H -6.9795 -4.4203 0.9010
H -4.2497 -4.8202 1.2532
H -5.4494 -6.0265 0.6981
H -4.3245 -4.2876 -1.4371
H -4.6578 -6.0337 -1.4260
H -3.1910 -5.4281 -0.6980
H -3.3176 0.2910 -1.7151
H -1.5416 -0.1101 -4.2659
N -5.2940 1.1729 3.0171
C -6.5931 1.1650 2.5792
N -7.3512 2.1962 3.0431
O -7.0228 0.2982 1.8326
H -4.9242 1.8766 3.6285
H -4.6971 0.4297 2.7079
H -8.3072 2.2350 2.7474
H -6.9873 2.9033 3.6587
N -6.9307 6.8733 3.6586
C -5.9470 5.9283 3.7256
N -4.7141 6.3301 3.3001
O -6.1569 4.7992 4.1395
H -6.7821 7.8053 3.3235
H -7.8463 6.6050 3.9659
H -3.9726 5.6561 3.3369
H -4.5190 7.2506 2.9573
N 0.6438 -5.3495 5.4455
C 1.5602 -6.0332 4.6945
N 2.7815 -6.2207 5.2919
O 1.3114 -6.4403 3.5762
H 0.8284 -5.0004 6.3656
H -0.2560 -5.1874 5.0334
H 3.4753 -6.7167 4.7662
H 3.0070 -5.8905 6.2100
N 4.4743 4.2142 -5.1323
C 3.1213 4.1648 -4.9376
N 2.3582 4.4023 -6.0465
O 2.6265 3.9215 -3.8492
H 4.9014 4.4062 -6.0179
H 5.0582 4.0358 -4.3367
H 1.3623 4.3684 -5.9309
H 2.7392 4.5996 -6.9516
N 1.3373 4.9042 0.1316
C 1.7123 3.8396 0.8938
N 2.5585 4.1075 1.9269
O 1.3107 2.7114 0.6344
H 1.6532 5.8413 0.2913
H 0.7086 4.7234 -0.6347
H 2.8458 3.3344 2.4963
H 2.9045 5.0279 2.1434
N 5.1737 8.4183 1.8804
C 5.1640 7.0676 2.0895
N 6.1265 6.3621 1.4283
O 4.3480 6.5284 2.8214
H 5.8343 8.8829 1.2879
H 4.4792 8.9607 2.3579
H 6.1418 5.3682 1.5639
H 6.8068 6.7820 0.8249
N -0.8352 7.8672 -3.0582
C 0.0238 6.8171 -2.8774
N 1.2901 6.9933 -3.3629
O -0.3078 5.7847 -2.3244
H -0.5792 8.7215 -3.5139
H -1.7699 7.7579 -2.7133
H 1.9310 6.2256 -3.2490
H 1.5976 7.8268 -3.8254
*
```

Properties
Molecular weight   969.07 g/mol
HOMO energy   -0.2295 Eh
Energy   -107003.31307 eV



A 11-piece molecular cluster, C32H74Br2N10O10 overall, computed with the ωB97M-V functional and the def2-TZVPD basis.

```
! RIJCOSX wB97M-V def2-TZVPD def2/J DEFGRID3
* xyz 0 1
C -4.8829 2.9545 2.1686
N -3.5841 3.0875 2.8269
C -2.8558 4.2674 2.4000
C -3.1463 2.1794 3.7215
O -2.0043 1.9897 4.1903
H -4.9557 2.3564 1.2603
H -5.2599 3.9046 1.7903
H -5.6311 2.4062 2.7412
H -2.6696 4.2222 1.3270
H -3.3667 5.2049 2.6193
H -1.8374 4.2706 2.7885
H -3.9840 1.5225 4.0025
C 1.4162 -2.0405 -3.9859
N 2.0576 -2.3160 -5.2933
C 2.9422 -1.3096 -5.7408
C 1.8301 -3.5687 -5.7819
O 2.4095 -3.9215 -6.8272
H 2.1714 -1.9949 -3.2013
H 0.6491 -2.7284 -3.6303
H 0.8980 -1.0829 -3.9353
H 3.7199 -1.3827 -4.9805
H 3.2722 -1.5523 -6.7509
H 2.6238 -0.2674 -5.7630
H 1.0683 -4.1327 -5.2216
C 6.0661 1.8576 -1.4310
N 6.1692 0.4673 -1.6834
C 5.1559 -0.1267 -2.4115
C 7.1925 -0.2359 -1.0713
O 7.9764 0.1597 -0.2421
H 7.0084 2.3730 -1.6168
H 5.7406 2.0026 -0.4009
H 5.2800 2.2997 -2.0432
H 4.2858 -0.3631 -1.7989
H 4.8307 0.4727 -3.2618
H 5.6580 -0.9640 -2.8961
H 7.2247 -1.2698 -1.4482
C 3.6663 1.9328 4.0836
N 3.9562 2.2146 2.6510
C 3.1313 1.6022 1.6785
C 5.1472 2.8524 2.3409
O 5.3002 3.3330 1.2749
H 2.6369 2.0080 4.4342
H 4.1364 2.6886 4.7128
H 3.9987 0.9046 4.2268
H 2.1167 1.9912 1.7644
H 3.4866 1.7579 0.6598
H 3.1407 0.5479 1.9548
H 5.7484 2.9832 3.2539
C -2.0723 0.4121 -0.3641
N -0.6921 0.8388 -0.5678
C -0.3751 2.2973 -0.5333
C 0.2226 -0.1092 -0.8842
O 1.3999 0.0689 -1.2183
H -2.6481 1.0511 -1.0336
H -2.4801 0.6450 0.6195
H -2.3571 -0.6060 -0.6297
H -0.8521 2.9692 -1.2469
H -0.8091 2.5211 0.4411
H 0.6466 2.6269 -0.3447
H -0.1594 -1.1196 -0.6711
C -6.5204 4.9319 -2.2401
N -5.5298 3.9049 -1.8659
C -5.8363 2.4275 -1.9798
C -4.3301 4.2835 -1.5055
O -3.2827 3.6248 -1.6233
H -7.4501 4.7759 -1.6930
H -6.6603 4.7292 -3.3020
H -6.3162 5.9892 -2.0717
H -6.5490 2.0405 -1.2515
H -6.2451 2.2483 -2.9742
H -4.9299 1.8399 -1.8337
H -4.1879 5.2324 -0.9655
C -4.4190 -1.3232 1.9423
N -3.9466 -1.7699 3.2852
C -4.9062 -2.6374 4.0762
C -2.8522 -1.2991 3.8941
O -2.5196 -1.4653 5.0327
H -5.3242 -1.8730 1.6845
H -3.6224 -1.5294 1.2276
H -4.7137 -0.2739 1.9269
H -4.6349 -2.8102 5.1177
H -5.8645 -2.1671 3.8559
H -4.9257 -3.6202 3.6053
H -2.2659 -0.5766 3.3054
C -4.1236 -4.6721 -2.1242
N -2.9573 -3.8821 -2.4464
C -1.9613 -3.7196 -1.3922
C -3.0344 -3.0101 -3.4992
O -2.2754 -2.0580 -3.6296
H -3.9174 -5.7288 -2.2945
H -5.0012 -4.4942 -2.7456
H -4.4502 -4.5485 -1.0916
H -2.3472 -3.3025 -0.4621
H -1.4505 -4.6417 -1.1149
H -1.2845 -2.9059 -1.6528
H -3.8536 -3.2707 -4.1871
C 5.1220 -1.5659 2.3688
N 4.6157 -2.6018 1.5093
C 3.2458 -2.2304 1.0825
C 5.3132 -3.6599 1.1067
O 4.9701 -4.6644 0.4719
H 6.2078 -1.6230 2.2923
H 4.8048 -1.5479 3.4115
H 5.0179 -0.5625 1.9560
H 3.3016 -1.4077 0.3696
H 2.7844 -2.8936 0.3509
H 2.5657 -1.7953 1.8148
H 6.3611 -3.4805 1.3928
C 0.7689 -5.0598 1.7397
N -0.3930 -4.2112 1.8652
C -1.6133 -4.7977 2.4304
C -0.3045 -2.9815 1.4577
O -1.1093 -2.0964 1.4548
H 1.6031 -4.3835 1.5533
H 0.7171 -5.7788 0.9220
H 1.0440 -5.4020 2.7373
H -2.1424 -3.9987 2.9499
H -2.2890 -5.2086 1.6803
H -1.4080 -5.5426 3.1991
H 0.6568 -2.8430 0.9391
Br 0.8454 5.2468 1.0649
C 1.2176 6.1988 -0.6431
C 2.4343 5.4644 -1.1597
Br 3.1502 6.5258 -2.6390
H 1.3665 7.2466 -0.3825
H 0.3358 6.1608 -1.2827
H 2.2604 4.4694 -1.5693
H 3.2801 5.4217 -0.4735
*
```

Properties
Relative energy (zero: lowest compared OMol25 entry of this formula, charge and spin)   216.1 kcal per mole
Molecular weight   918.81 g/mol
HOMO energy   -0.3192 Eh
Energy   -209841.29087 eV



A 8-piece molecular cluster, C32H74N3O14S overall, computed with the ωB97M-V functional and the def2-TZVPD basis.

```
! RIJCOSX wB97M-V def2-TZVPD def2/J DEFGRID3
* xyz 1 1
S -1.6072 -0.3448 0.9174
C -2.6418 -0.2693 -0.2024
N -3.4537 -0.4423 -1.1444
N -4.7580 -0.2841 -0.5809
C -5.6057 -1.3681 -0.4262
C -6.6951 -0.8301 0.1584
N -6.5134 0.5200 0.3184
C -5.3025 0.8234 -0.1492
H -5.4261 -2.3950 -0.7071
H -7.5627 -1.4022 0.4572
H -7.2114 1.1274 0.7227
H -4.8649 1.8118 -0.1570
C -0.4289 -5.2282 5.3079
O -0.9269 -4.8519 4.0303
C -1.0734 -3.4515 3.8859
C 0.0635 -2.8474 3.0878
O 1.2951 -2.9318 3.7763
C 2.1150 -3.9930 3.3018
H -0.1245 -6.2719 5.2532
H 0.4354 -4.6267 5.5969
H -1.2152 -5.1276 6.0629
H -1.1616 -2.9670 4.8634
H -2.0108 -3.2843 3.3402
H -0.1449 -1.7807 2.9395
H 0.1386 -3.3176 2.1004
H 2.5567 -3.7205 2.3401
H 1.5578 -4.9253 3.1962
H 2.9167 -4.1462 4.0223
C 3.3021 3.9328 -1.8721
O 3.5568 2.5353 -1.8676
C 3.5748 1.9821 -0.5622
C 2.2794 1.2640 -0.2485
O 1.1817 2.1697 -0.1714
C 0.3923 2.1731 -1.3454
H 3.0679 4.2311 -2.8936
H 2.4552 4.1924 -1.2317
H 4.1931 4.4749 -1.5403
H 3.7820 2.7542 0.1854
H 4.3932 1.2559 -0.5323
H 2.3678 0.7867 0.7330
H 2.0831 0.4800 -0.9870
H -0.2283 1.2681 -1.3803
H 0.9992 2.2319 -2.2508
H -0.2630 3.0437 -1.3097
C 6.7455 8.1683 2.8209
O 5.8193 7.2697 3.4111
C 4.5309 7.3356 2.8204
C 4.3008 6.1899 1.8568
O 5.1484 6.2828 0.7192
C 6.2644 5.4117 0.8056
H 7.7427 7.8901 3.1586
H 6.7191 8.1173 1.7299
H 6.5358 9.1926 3.1447
H 4.3809 8.2977 2.3212
H 3.8021 7.2609 3.6339
H 3.2699 6.2392 1.4901
H 4.4317 5.2266 2.3598
H 5.9479 4.3800 0.6122
H 6.7528 5.4668 1.7804
H 6.9821 5.7037 0.0397
C 3.8276 -4.7750 -0.0222
O 2.9169 -5.6799 0.5810
C 1.6180 -5.6088 0.0114
C 1.3680 -6.7437 -0.9601
O 2.1942 -6.6380 -2.1093
C 3.3153 -7.5079 -2.0654
H 4.8325 -5.0509 0.2935
H 3.7791 -4.8202 -1.1124
H 3.6212 -3.7513 0.3111
H 1.4609 -4.6402 -0.4757
H 0.9028 -5.6912 0.8379
H 0.3309 -6.6883 -1.3072
H 1.5058 -7.7118 -0.4698
H 3.0011 -8.5365 -2.2686
H 3.8269 -7.4656 -1.1016
H 4.0104 -7.1964 -2.8439
C -2.2297 -4.0848 -5.8461
O -3.3826 -3.4834 -6.4151
C -4.5921 -4.0983 -5.9989
C -5.2858 -3.2864 -4.9258
O -4.5326 -3.2644 -3.7146
C -3.8045 -2.0625 -3.5432
H -1.3851 -3.4199 -6.0204
H -2.3409 -4.2344 -4.7691
H -2.0279 -5.0453 -6.3292
H -4.4106 -5.1211 -5.6561
H -5.2447 -4.1479 -6.8756
H -6.2474 -3.7542 -4.6942
H -5.4835 -2.2689 -5.2763
H -4.4850 -1.2553 -3.2503
H -3.2657 -1.7752 -4.4489
H -3.0834 -2.2204 -2.7458
C 0.8157 7.5742 -5.7274
O 1.8425 6.5976 -5.7604
C 3.0724 7.1076 -6.2615
C 4.0472 7.4091 -5.1429
O 3.5945 8.4826 -4.3289
C 3.0120 8.0406 -3.1160
H -0.0008 7.1814 -5.1221
H 1.1618 8.5098 -5.2819
H 0.4444 7.7662 -6.7392
H 2.9020 7.9957 -6.8767
H 3.5024 6.3315 -6.9021
H 5.0007 7.7211 -5.5799
H 4.2324 6.5157 -4.5380
H 3.7966 7.7146 -2.4240
H 2.3021 7.2248 -3.2758
H 2.4814 8.8816 -2.6707
C -5.0364 -4.9171 5.5924
O -4.6182 -3.9030 6.4925
C -4.3887 -2.6576 5.8567
C -5.5416 -1.6974 6.0666
O -6.7210 -2.1429 5.4082
C -7.6467 -2.7575 6.2939
H -5.4138 -5.7517 6.1809
H -5.8335 -4.5670 4.9317
H -4.1873 -5.2626 4.9926
H -4.1899 -2.7992 4.7886
H -3.4900 -2.2288 6.3129
H -5.2791 -0.7292 5.6265
H -5.7274 -1.5410 7.1327
H -8.1538 -1.9964 6.8951
H -7.1613 -3.4799 6.9525
H -8.3905 -3.2783 5.6922
*
```

Properties
Molecular weight   757.02 g/mol
HOMO energy   -0.3829 Eh
Energy   -78337.10273 eV